[1]
C36H30B2F8MnN6O12 | the ωB97M-V functional and the def2-TZVPD basis

Computed properties:
M = 967.2 g/mol
highest occupied orbital energy (spin up / spin down) = -10.10 / -10.10 eV
Kohn-Sham gap (spin up / spin down) = 7.803 / 7.696 eV
⟨S²⟩ = 8.752
energy relative to the best compared isomer or geometry (same formula, charge and spin) = 0.00 kcal per mole
multiplicity = 6

```
95
Properties=species:S:1:pos:R:3:forces:R:3
H -0.521601 -1.251512 2.232652 -0.36 0.28 -0.19
C -2.593159 -1.770572 2.704497 0.23 0.14 -0.47
O -3.262582 -3.844278 6.877917 0.30 -0.05 -0.43
H -4.550579 0.694832 2.047943 -0.08 0.26 0.07
H 4.328150 -4.232761 0.385076 0.06 -0.04 -0.15
H 6.482223 3.433074 6.207290 -0.19 -0.28 0.65
H -4.287730 -5.655833 -0.886721 -0.69 -0.01 -0.16
C 2.607751 3.528601 -4.116308 -0.96 0.92 0.56
H -3.050989 -3.168788 -4.145207 -0.37 -0.50 -0.24
H 5.116869 1.472659 7.190073 -0.02 0.10 0.07
F -0.436695 1.766527 -1.133292 -0.44 0.35 0.20
C 1.061015 5.370029 -5.647061 1.43 0.80 1.70
C -1.226778 -1.674897 2.936850 0.48 0.25 0.06
F -1.423133 -0.216056 -0.243342 -0.10 0.72 -0.07
O -4.627828 1.864900 -3.817556 0.10 -0.12 0.39
H -1.234978 -3.275504 5.954359 0.54 0.38 -0.06
O -6.578958 1.002831 -3.612428 0.10 -0.09 0.37
C 4.894427 1.896680 6.221017 -0.64 0.83 0.54
C -1.538355 -2.783808 5.036763 -0.17 -0.14 0.29
C -3.970334 -2.322804 -1.084610 0.01 0.07 1.53
H 2.329100 -1.016335 -2.783132 0.06 0.03 -0.01
C -3.794071 -4.619007 -2.706724 -1.24 0.42 1.57
C 0.588266 4.794189 -4.460519 -1.40 -1.04 -0.88
C 3.871972 -3.602311 -0.368214 0.34 -0.78 0.83
O -4.700959 -4.226082 5.326989 0.24 -0.02 -0.17
C 5.472854 3.368784 4.393680 -0.76 -0.44 0.66
C -4.781986 0.916482 1.013478 -0.73 -1.19 0.29
O 6.581799 -4.014384 -0.532645 -0.55 -0.28 0.68
H 0.745592 3.161629 -3.052237 0.02 0.38 0.45
C 4.089246 -2.145095 -2.254500 0.26 1.00 0.41
O -5.370570 -2.580340 1.243560 -0.16 0.29 -0.28
C -4.046395 1.542536 -1.199089 -0.43 -0.51 0.19
N 2.374364 1.455370 3.571828 0.46 -0.70 -0.34
C -2.888144 -2.908914 4.777703 1.20 -0.67 -0.27
O 6.753594 -2.653752 -2.156934 -0.51 0.14 0.11
C -6.013409 0.493306 0.485202 0.36 -0.47 0.61
B 4.038054 1.257489 -0.322347 2.96 0.10 -0.77
C -3.811680 1.342180 0.167331 0.86 1.40 -0.99
C 2.752647 -1.755236 -2.116811 0.45 -0.79 -0.55
H 6.206786 4.031646 3.961338 -0.25 0.26 -0.11
C 5.618027 2.982855 5.736853 1.02 -0.66 -1.65
C -4.237154 -4.689296 -1.375363 0.41 -0.63 0.53
C 1.962509 -2.413301 -1.199179 -0.20 -0.81 0.61
O 2.376720 6.601009 -7.690655 -0.54 0.29 0.32
H 1.911613 -3.777066 0.454786 -0.02 -0.28 -0.15
H -3.964974 -1.529401 -0.343369 -0.12 0.35 -0.50
F 3.321534 0.320034 0.366577 -0.95 -2.05 1.02
H -4.470339 -2.529741 3.413606 0.08 -0.07 -0.15
C 3.554609 1.937683 4.253748 0.14 0.49 0.82
H 3.295605 2.956771 -3.510254 -0.33 -0.53 -0.09
H -7.089561 0.177575 -1.395621 -0.43 0.16 0.57
N 6.082457 -3.237977 -1.315431 1.60 0.12 -1.20
C 2.519794 -3.373275 -0.343396 -0.46 1.07 0.02
C 2.402783 5.126468 -5.907474 -1.02 0.04 -0.45
F 5.186230 0.765823 -0.876988 -0.58 0.46 0.29
F 0.792634 0.083066 -0.395050 0.91 -0.65 -0.39
H 4.171824 3.292958 2.690115 0.13 -0.37 -0.16
C 4.403263 2.871149 3.655986 -0.25 0.39 0.18
O 1.773358 0.525886 4.017497 -0.40 -0.35 0.44
H -3.038838 -1.309703 1.832580 0.10 -0.18 -0.14
H 4.736018 -1.642267 -2.959293 -0.02 -0.12 -0.10
C -5.276361 1.151141 -1.705443 0.52 0.64 1.04
C -0.699482 -2.137393 4.121293 -0.42 -0.62 1.28
N -5.506922 1.350803 -3.150409 -0.51 -0.10 -0.39
N -3.659625 -3.746943 5.728942 -0.92 0.68 0.13
H -3.253533 1.938955 -1.816395 -0.16 -0.03 -0.17
C -3.405337 -2.437258 3.588837 -1.38 0.09 0.61
H -6.658387 -0.129352 1.090426 -0.26 0.40 0.14
H 0.327530 -1.997520 4.428905 0.16 -0.07 -0.45
C 3.130437 4.213246 -5.190661 1.30 -0.11 -0.13
C -3.488205 -3.359632 -3.169552 1.55 0.85 -0.81
C -6.270548 0.625751 -0.844831 0.62 -0.18 -2.44
H 0.583947 6.203208 -6.141585 -0.39 -0.37 -0.22
O -5.206803 -4.713608 1.218819 -0.05 -0.09 -0.31
C 3.764809 1.449474 5.541598 1.07 -0.09 -0.18
H -2.823795 1.631068 0.494827 -0.13 -0.08 0.44
C 4.657395 -3.004404 -1.321604 -1.02 0.39 -0.38
O 2.075601 1.964492 2.494839 -0.11 1.02 -0.94
C -3.422963 -2.231368 -2.339291 -0.76 -0.64 -0.07
O 4.174450 5.526393 -7.336963 0.47 -0.22 0.42
H 4.161575 4.069875 -5.491946 -0.04 -0.04 0.11
H -3.881347 -5.546483 -3.250624 0.58 0.19 -0.48
H -0.469118 4.920665 -4.256159 0.06 0.25 0.27
F 4.182889 2.293840 0.612208 0.20 0.78 0.01
H -3.014221 -1.302890 -2.708671 -0.03 0.05 0.00
C -4.404847 -3.555437 -0.593878 0.38 0.14 -1.73
H 3.152716 0.694169 6.007493 -0.19 -0.03 -0.27
N -5.053830 -3.625348 0.703151 0.45 -0.36 0.87
F 3.133413 1.765518 -1.289485 -0.84 0.54 -0.79
Mn 1.757845 1.734937 0.342731 0.02 0.25 0.92
F -0.250853 1.294010 1.092349 -0.38 0.84 0.58
B -0.454980 0.744342 -0.187254 -0.68 -1.56 -0.73
N 3.037062 5.818961 -7.041788 0.12 -0.27 -0.86
C 1.266820 3.809425 -3.742832 1.27 -0.16 -1.19
H 0.902760 -2.227361 -1.092591 0.03 0.24 -0.17
```
Positions in Å, forces in eV/Å.

These are the Löwdin partial charges, in e, on atoms 1 to 4: 0.10 -0.06 0.07 0.11

[2]
CHN3O4S | the ωB97M-V functional and the def2-TZVPD basis

Computed properties:
M = 151.1 g/mol
highest occupied orbital energy (spin up / spin down) = -10.06 / -10.06 eV
Kohn-Sham gap (spin up / spin down) = 9.498 / 9.498 eV
energy relative to the best compared isomer or geometry (same formula, charge and spin) = 37.72 kcal per mole

```
10
Properties=species:S:1:pos:R:3:forces:R:3
O 0.264119 0.446058 -1.244094 -0.82 0.77 0.11
S -1.923716 -0.879895 -0.729829 -0.37 1.42 0.00
N -2.226376 -1.532193 1.953759 0.03 0.37 -1.50
C -1.397847 1.621167 -0.157099 -0.40 3.07 0.70
O -1.478228 -1.755907 0.454239 0.45 -1.82 1.54
O -3.098720 -0.747585 1.890239 0.20 -0.28 0.51
N -1.716161 2.694234 0.149016 -0.05 -0.83 -0.33
H 0.806589 -0.100089 -0.696956 1.29 -0.59 0.30
O -1.695624 -2.217766 2.736834 -0.26 0.17 0.12
N -0.884725 0.448674 -0.398187 -0.08 -2.28 -1.45
```
Positions in Å, forces in eV/Å.

These are the natural (NBO) partial charges, in e, on atoms 1 to 4: -0.51 0.84 0.72 0.37

[3]
C20H44FIN3O8P2 | the ωB97M-V functional and the def2-TZVPD basis

Computed properties:
M = 662.4 g/mol
net charge = +1
highest occupied orbital energy = -11.57 eV
Kohn-Sham gap = 7.856 eV

```
79
Properties=species:S:1:pos:R:3:forces:R:3
H -4.022024 -2.176225 5.445156 -0.04 -0.05 -0.04
H 0.418227 -1.116632 -7.820522 0.05 0.09 0.12
H 7.731492 -3.618618 1.097869 0.56 0.09 -0.67
C -1.675667 -0.722549 -8.051339 -0.12 0.13 0.03
H -2.483325 0.015458 -0.813034 0.06 -0.05 0.04
H 1.064594 -2.322660 1.568598 0.24 0.01 -0.26
O -1.813108 0.156963 -4.112072 0.49 -0.74 0.49
C 1.597918 1.367968 -4.767429 -0.26 0.17 0.07
H 1.623474 0.625256 1.115860 0.44 0.13 0.15
C 5.625476 -1.125487 -0.085198 1.78 0.38 -1.84
O -4.515177 -0.193551 3.710957 -0.63 0.38 -0.82
H -3.188517 4.050196 2.886933 0.03 0.04 0.00
N 5.231964 0.214356 1.745048 0.65 0.05 1.77
H 2.483224 -0.301881 -3.773545 -0.16 -0.11 0.12
O -2.398355 0.316740 2.891833 0.15 2.25 -3.67
H 3.354920 0.086129 -0.297065 0.17 -0.10 0.04
H 2.973057 -1.623499 -0.120318 0.46 -0.11 0.10
H -7.937238 1.090142 4.409207 -0.01 0.03 -0.09
H -1.511078 0.324624 -8.309595 0.05 -0.03 -0.05
C -2.636311 -0.002886 -2.955360 -0.13 0.02 0.19
P -0.880552 -1.094817 -4.595372 -1.18 5.00 -4.50
H -6.301168 0.875644 5.051193 0.00 -0.12 -0.11
H 7.538185 -0.193754 -0.247236 -0.02 0.59 -0.51
O -1.850858 -2.116882 -5.070724 1.43 -1.78 2.62
H -5.142562 -2.074939 3.260581 -0.06 0.12 0.03
H 0.759853 1.613500 -5.415837 0.03 -0.13 -0.09
F 4.656223 -2.125566 1.757602 -0.45 0.81 1.30
H -0.605249 -2.323094 -7.062591 -0.12 0.04 0.14
C 1.667101 -0.113903 -4.478175 0.63 -0.07 -0.05
H 0.783090 -1.536482 -0.012890 -0.18 0.13 0.06
C -6.390490 1.432588 2.959917 -0.79 -0.08 -0.42
C -1.818282 0.012441 -1.678160 0.05 -0.06 0.02
P -3.679223 1.087530 3.097470 -1.32 -3.73 7.30
C -2.975684 4.165843 3.953611 -0.03 -0.05 -0.11
O -0.361692 -0.517741 -6.037112 0.43 -0.28 0.57
C -4.194740 -1.547114 3.395833 0.03 -0.24 0.25
H 2.519637 1.704716 -5.244381 0.03 -0.05 0.02
H -3.216323 -0.926494 -3.035450 0.02 0.01 -0.05
H -3.652138 -1.620824 2.454485 0.10 0.10 0.05
H -2.290742 5.006351 4.073986 0.01 -0.02 0.00
N 7.141151 1.617805 1.701131 0.34 0.38 0.16
O -5.049722 1.953340 2.912048 1.92 0.33 -1.95
H 1.887137 -0.700932 -5.366459 -0.20 0.03 -0.07
C -6.915042 1.468633 4.376394 0.29 0.11 0.29
I 2.397660 -0.437546 3.438331 0.00 0.29 0.29
H 6.894993 2.576608 1.516017 -0.09 -0.02 0.10
C 4.591840 -0.921032 1.116948 1.61 -1.24 -3.69
H 7.963163 1.457592 2.256990 0.05 -0.21 -0.14
H -1.165302 -0.862857 -1.617033 -0.09 -0.03 0.05
H -3.339647 0.829281 -2.953808 0.06 0.03 -0.15
H -1.176028 0.892771 -1.634107 -0.08 0.06 -0.03
C -3.421893 -2.178346 4.534360 0.10 0.04 0.13
H -2.091462 3.060886 5.569312 -0.07 -0.13 0.02
H -6.998738 2.091407 2.336995 0.23 0.11 -0.05
H -0.017342 -0.968550 1.515697 -0.12 -0.09 -0.38
H 1.457356 1.927953 -3.840981 0.09 -0.02 0.02
H -2.511474 -1.618643 4.750751 0.02 0.01 -0.15
H -2.599482 -0.767790 -7.474635 0.03 -0.15 0.04
O -3.305924 1.817368 4.524883 -0.03 0.76 -0.92
H -3.917829 4.402764 4.446662 0.03 0.01 0.05
C -2.373802 2.896903 4.529326 0.09 0.20 0.06
N 6.578372 0.006298 0.013826 0.03 -0.04 1.33
C 6.380765 0.634850 1.160264 -1.04 -1.00 -0.71
C 2.033999 -0.356733 1.338798 -0.59 -1.28 -0.79
C -0.506103 -1.255989 -7.253345 -0.19 0.07 -0.39
H 6.382627 -3.125612 -0.859734 -0.99 -0.18 0.43
H 5.378918 0.182003 2.751420 -1.04 0.50 0.15
C 3.251398 -0.724659 0.431770 -0.96 1.20 1.39
H -1.469946 2.610865 3.981321 -0.01 -0.05 0.03
C 7.419231 -2.612812 0.840788 0.19 0.32 0.04
C 6.482566 -2.379531 -0.075570 -0.12 -0.38 0.07
H 7.933390 -1.810944 1.373223 -0.66 -0.15 0.64
H -3.151601 -3.208694 4.296871 -0.04 0.00 0.00
H -6.456832 0.442690 2.515707 0.21 -0.06 0.13
H -6.907199 2.491337 4.756028 -0.10 0.02 -0.08
H -1.809932 -1.292120 -8.971765 0.03 0.00 0.00
O 0.465851 -0.554071 -3.831454 -0.92 -2.16 0.88
C 0.893668 -1.369288 1.060950 -0.01 0.41 0.79
H 5.163284 -0.966048 -1.060656 -0.35 -0.45 0.20
```
Positions in Å, forces in eV/Å.

These are the Löwdin partial charges, in e, on atoms 1 to 4: 0.08 0.12 0.08 -0.07

[4]
C45H39BrN7OSV | the ωB97M-V functional and the def2-TZVPD basis

Computed properties:
M = 856.8 g/mol
net charge = +1
highest occupied orbital energy (spin up / spin down) = -10.60 / -10.60 eV
Kohn-Sham gap (spin up / spin down) = 6.781 / 7.358 eV
⟨S²⟩ = 0.780
energy relative to the best compared isomer or geometry (same formula, charge and spin) = 0.00 kcal per mole
multiplicity = 2

```
95
Properties=species:S:1:pos:R:3:forces:R:3
H -2.892075 1.710371 1.671375 0.06 0.01 0.07
H 0.108376 -4.132700 4.300588 0.03 -0.05 0.01
S 2.579195 0.151582 3.987888 0.01 -0.04 -0.04
H -5.165739 1.298337 -0.912511 -0.05 0.04 -0.03
H 0.553442 4.019718 2.376096 0.00 -0.01 0.07
C 1.760469 3.628516 -2.946106 -0.01 0.00 0.04
C -0.056391 1.834144 4.267796 -0.05 0.08 -0.01
C 3.400560 -0.875888 2.863946 0.11 -0.09 -0.04
C -0.953497 0.912185 2.190698 -0.39 0.07 -0.07
C -1.392883 -3.168132 -3.955222 0.01 0.00 0.02
C -4.972000 -0.536160 0.347631 -0.04 0.09 -0.07
H -2.498668 2.316185 -1.451313 0.00 -0.01 -0.02
H 4.704021 -3.096868 0.034595 0.01 -0.02 -0.02
H 2.483359 -2.086646 -0.170147 -0.06 0.00 -0.07
C 1.867486 3.552566 -1.570675 -0.01 0.00 0.00
C 0.737449 2.942727 -3.565846 0.00 -0.01 0.02
C 1.243984 0.215516 2.905624 -0.16 0.05 -0.04
C 3.762312 -0.113143 -3.770451 -0.07 -0.01 0.04
H -3.752325 -2.037460 1.442231 -0.03 -0.01 0.01
H -2.828216 2.914620 -3.522308 -0.01 0.00 0.03
H 6.100243 -2.690686 2.029250 0.04 -0.02 0.00
C -0.495872 -3.466828 -2.941397 -0.09 0.09 0.05
H 0.524411 -0.918594 -3.424387 -0.04 -0.05 -0.03
Br 5.145189 -0.023054 -5.040897 0.03 0.00 -0.03
H 2.223093 2.892811 0.904835 -0.01 0.04 0.00
N -0.924322 1.219961 -0.684633 0.16 0.03 -0.02
H -3.056958 3.197880 3.568690 -0.01 0.03 0.00
C -3.169740 0.596971 -0.310479 0.17 0.16 -0.03
C 5.122162 -2.236987 1.960086 0.00 -0.03 -0.07
H -1.393648 -3.732999 -4.877222 0.00 -0.01 -0.02
C -0.028830 2.074048 -1.454488 -0.05 -0.16 0.09
H 0.748941 4.937915 0.881545 0.03 0.02 -0.02
C -1.180175 2.623822 4.433691 0.01 -0.05 -0.06
H -2.842539 -0.380898 3.322779 -0.02 0.01 0.04
H -0.663114 3.911695 1.104638 -0.03 -0.01 -0.01
H 4.952576 0.635968 -2.138241 0.03 0.01 0.00
C -0.561425 -3.301683 4.135604 -0.04 0.07 -0.15
C 2.931883 0.183083 -1.569700 0.03 0.16 -0.03
C -2.212009 -1.217181 3.581216 -0.05 0.01 0.05
N -1.388937 -1.686770 -1.601869 0.13 0.09 0.03
C 4.668445 -1.439428 2.987483 -0.06 0.03 0.00
H 0.812086 1.883720 1.093912 0.03 0.13 -0.09
H -0.038835 -4.223834 1.553711 0.08 0.08 0.07
C -0.172378 2.167264 -2.849774 0.15 0.09 -0.02
C 0.214479 -3.172695 1.738835 0.06 -0.06 0.15
H 0.220855 -4.272085 -3.005580 0.02 -0.01 0.01
H -2.942592 1.854487 -4.926483 -0.04 -0.03 -0.03
V -0.811957 -0.595528 0.689850 0.34 -0.27 0.35
C -1.204390 1.463234 -3.692335 -0.04 -0.17 0.07
C -2.248010 2.402152 -4.291093 -0.03 0.06 -0.01
H 3.070074 0.508915 -0.547170 0.04 -0.03 0.08
H 1.288469 -3.157733 1.951482 -0.11 0.01 -0.02
H -1.777712 3.173482 -4.899430 0.02 0.02 -0.02
H -5.982915 -0.873655 0.493356 -0.06 -0.02 0.01
C -2.180660 1.459477 -0.861365 -0.17 -0.06 0.00
O 1.049680 -3.959210 -0.590150 -0.18 0.04 -0.07
C -1.422752 -2.858982 5.114609 0.02 -0.03 0.03
C -2.288454 -1.812038 4.820253 -0.02 0.08 -0.11
H -3.004290 -1.447903 5.541284 -0.02 0.01 0.03
C 0.227177 -3.064959 -0.584217 0.07 -0.08 0.11
N -2.727466 -0.465092 0.456129 -0.58 0.32 -0.06
H 2.650119 4.095926 -1.055456 0.03 0.01 0.01
H -1.436315 -3.329425 6.088279 0.00 0.00 0.01
H 5.276925 -1.256840 3.861594 0.01 0.01 0.04
C -0.557100 -2.702736 -1.789141 0.12 -0.03 -0.03
C 4.330205 -2.465597 0.828244 0.03 0.01 0.04
H 0.638508 2.985846 -4.643541 0.00 0.00 -0.04
C 3.989273 0.271000 -2.461252 -0.04 0.01 -0.02
C 1.524425 -0.599401 -3.160330 -0.01 -0.04 -0.04
C -2.174145 2.580095 3.467085 0.01 -0.03 0.02
C -2.315396 -2.155367 -3.747638 0.01 -0.01 0.06
C -0.580361 -2.676426 2.891037 0.10 -0.17 0.08
C -4.551359 0.587472 -0.386853 0.01 -0.06 0.07
C -3.833940 -1.142342 0.847864 0.14 -0.10 0.03
C 0.407361 3.990250 1.297871 -0.05 0.02 0.00
H 0.745164 1.880111 4.995333 0.02 -0.02 0.01
H 2.462199 4.213734 -3.523204 0.02 0.02 -0.03
H -3.012739 -0.674210 -2.346881 0.00 0.01 -0.04
N 1.354761 -0.459789 1.793512 -0.12 0.30 -0.02
H -1.692917 0.674776 -3.130496 0.02 0.10 0.00
H -3.064431 -1.918313 -4.488521 -0.03 0.01 -0.03
N -0.156245 -2.393059 0.568606 0.33 -0.48 -0.30
C 2.501546 -0.549999 -4.140261 0.03 0.04 0.04
C 0.990610 2.786111 -0.814531 0.07 0.09 -0.11
C 2.599196 -1.097707 1.738734 -0.02 0.01 -0.12
H 2.280279 -0.835883 -5.157197 0.00 -0.02 -0.05
C -2.281128 -1.442816 -2.556213 -0.08 -0.05 0.00
H -0.678760 0.958478 -4.508731 -0.01 0.02 -0.01
C -2.064257 1.732569 2.369316 -0.07 0.01 -0.01
C 3.079285 -1.902315 0.704279 0.07 0.01 0.12
N -1.355234 -1.626392 2.630208 0.06 0.13 -0.09
N 1.718949 -0.261735 -1.887688 0.03 -0.11 0.00
C 0.050676 1.003547 3.156145 0.11 -0.09 0.09
H -1.270417 3.272786 5.292950 -0.01 0.02 0.02
C 1.156666 2.820097 0.670670 0.09 -0.19 0.09
```
Positions in Å, forces in eV/Å.

These are the Löwdin partial charges, in e, on atoms 1 to 4: 0.10 0.13 1.17 0.11